{
  "formula": "C23H44LuO3",
  "method": "ωB97M-V/def2-TZVPD",
  "elements": ["C", "C", "C", "C", "C", "C", "C", "C", "C", "C", "C", "C", "C", "C", "C", "C", "C", "C", "C", "C", "C", "C", "O", "C", "O", "O", "H", "H", "H", "H", "H", "H", "H", "H", "H", "H", "H", "H", "H", "H", "H", "H", "H", "H", "H", "H", "H", "H", "H", "H", "H", "H", "H", "H", "H", "H", "H", "H", "H", "H", "H", "H", "H", "H", "H", "H", "H", "H", "H", "H", "Lu"],
  "coordinates": [[-4.99794, -6.18748, 7.21018], [-5.89483, -4.99153, 6.51051], [-6.38761, -5.33176, 4.98293], [-5.32936, -4.85757, 3.80856], [-5.23920, -3.20789, 3.73198], [-4.08765, -2.64750, 2.70220], [-4.30339, -3.10195, 1.13222], [-2.91308, -2.84486, 0.24794], [-3.06400, -1.51520, -0.73487], [-1.99887, -0.31048, -0.28519], [-1.94316, 0.87298, -1.43117], [-0.41265, 1.11725, -2.04239], [-0.04104, 2.71342, -2.21559], [1.48302, 2.95640, -2.85904], [2.39691, 3.98822, -1.97159], [3.86371, 4.47752, -2.51612], [4.41031, 3.65848, -3.84092], [6.07451, 3.73447, -3.99196], [6.58737, 2.17723, -4.02052], [8.21027, 1.97899, -4.12832], [9.10516, 3.26175, -3.63858], [2.60719, 3.38138, -0.43200], [3.03764, 4.54291, 0.41522], [2.51634, 5.70632, -0.37425], [2.79330, 6.98054, -0.01317], [1.71715, 5.25965, -1.56343], [-3.93422, -5.72535, 7.48058], [-4.84689, -7.12615, 6.52541], [-5.52316, -6.43877, 8.24598], [-6.84725, -4.82296, 7.19838], [-5.25344, -4.00339, 6.60588], [-6.69055, -6.47523, 4.88054], [-7.39428, -4.71432, 4.80958], [-4.26610, -5.36954, 3.91690], [-5.78121, -5.23956, 2.78253], [-4.95714, -2.80824, 4.80664], [-6.29510, -2.71373, 3.48082], [-4.13841, -1.45689, 2.76161], [-3.01693, -2.92617, 3.13404], [-5.18377, -2.45284, 0.68126], [-4.63605, -4.23075, 1.02153], [-1.98173, -2.75577, 0.96928], [-2.73932, -3.77149, -0.45759], [-2.80174, -1.84700, -1.85079], [-4.18125, -1.13643, -0.75879], [-2.48381, 0.18603, 0.68363], [-0.95576, -0.76840, -0.00775], [-2.71253, 0.54235, -2.28166], [-2.37686, 1.90963, -1.02842], [0.38340, 0.50154, -1.44240], [-0.45361, 0.66406, -3.14443], [-0.15661, 3.25952, -1.17056], [-0.84967, 3.16823, -2.95558], [2.03106, 1.91601, -3.05817], [1.27801, 3.40471, -3.94362], [4.65460, 4.31818, -1.66752], [3.90471, 5.63158, -2.81796], [4.04728, 2.52612, -3.87758], [3.98691, 4.25819, -4.78194], [6.46523, 4.34765, -3.05007], [6.31682, 4.34298, -4.98542], [6.14542, 1.63853, -3.07511], [6.12238, 1.64986, -4.98421], [8.57756, 1.65941, -5.20926], [8.49264, 1.07208, -3.40591], [8.75658, 3.76284, -2.63961], [10.20200, 2.84185, -3.42378], [9.26090, 4.09082, -4.48192], [1.59843, 3.07424, 0.12548], [3.39299, 2.49188, -0.44258], [-3.34960, -8.28656, 6.14994]],
  "mulliken_charge": [-0.26, -0.37, -0.68, -0.23, -0.56, -0.63, -0.43, -0.53, -0.70, -0.48, -0.66, -0.53, -0.72, -0.74, 0.88, -0.96, -0.37, -0.38, -0.53, -0.37, -0.92, -0.45, -0.27, 0.52, -0.42, -0.33, 0.54, -0.36, 0.32, 0.43, 0.18, 0.32, 0.31, 0.10, 0.27, 0.23, 0.28, 0.25, 0.30, 0.26, 0.26, 0.33, 0.34, 0.37, 0.33, 0.16, 0.36, 0.41, 0.43, 0.33, 0.26, 0.40, 0.31, 0.38, 0.41, 0.48, 0.30, 0.26, 0.33, 0.32, 0.32, 0.28, 0.27, 0.31, 0.29, 0.27, 0.34, 0.28, 0.31, 0.32, 0.93],
  "e_homo_ev": -15.201,
  "lumo_ev": -14.2,
  "spin_multiplicity": 1,
  "total_charge": 3,
  "homo_lumo_gap_ha": 0.0365
}

---

{
  "formula": "C23H45Br3Cl14NO4",
  "method": "ωB97M-V/def2-TZVPD",
  "elements": ["C", "C", "C", "C", "N", "C", "C", "C", "C", "C", "H", "H", "H", "H", "H", "H", "H", "H", "H", "H", "H", "H", "H", "H", "H", "H", "H", "H", "H", "H", "O", "C", "C", "O", "H", "H", "H", "H", "O", "C", "O", "C", "C", "C", "H", "H", "H", "H", "H", "H", "C", "Cl", "Cl", "H", "H", "C", "Cl", "Cl", "H", "H", "C", "Cl", "Cl", "H", "H", "C", "Cl", "Cl", "H", "H", "C", "Cl", "Cl", "H", "H", "C", "Cl", "Cl", "H", "H", "C", "Cl", "Cl", "H", "H", "C", "Br", "Br", "Br", "H"],
  "coordinates": [[1.69187, -1.99697, -3.22796], [0.38896, -2.72753, -2.90097], [-0.02087, -2.93369, -1.42777], [0.10294, -1.58183, -0.66623], [-0.73705, -1.47478, 0.63919], [-0.56783, -0.00393, 1.18202], [-0.93231, 0.07896, 2.63625], [-0.71143, -1.49213, 2.99037], [-0.25013, -2.29331, 1.84978], [-2.23448, -1.71795, 0.40992], [1.53423, -0.92176, -3.31272], [2.21268, -2.31514, -4.13108], [2.50731, -2.26986, -2.55812], [0.45649, -3.73640, -3.30806], [-0.46213, -2.30970, -3.43871], [0.65444, -3.58167, -0.86906], [-0.93054, -3.52371, -1.31610], [-0.33280, -0.81233, -1.30349], [1.16051, -1.35950, -0.52404], [-1.02101, 0.75656, 0.54611], [0.50870, 0.09527, 1.04293], [-1.98813, 0.34715, 2.59869], [-0.41855, 0.81471, 3.25497], [-1.56851, -2.02384, 3.40364], [0.14522, -1.58276, 3.65823], [-0.62315, -3.30217, 1.67326], [0.82966, -2.33367, 1.70659], [-2.38808, -2.78313, 0.23704], [-2.51748, -1.03287, -0.38926], [-2.81697, -1.41538, 1.28013], [1.68767, 1.30720, -1.11409], [2.98315, 1.27227, -0.55456], [4.16044, 0.62782, -1.49677], [5.54255, 0.65155, -1.26970], [3.10727, 0.58949, 0.28598], [3.23533, 2.21578, -0.07051], [4.08397, 0.89728, -2.55016], [3.85892, -0.41567, -1.58800], [-3.14971, 5.47342, 0.34085], [-1.93514, 5.20151, 0.24952], [-1.40449, 4.71022, -0.87470], [-0.08781, 4.18775, -0.64696], [0.19375, 4.49950, 0.86098], [-0.87803, 5.43019, 1.38730], [0.52663, 4.77621, -1.32833], [-0.01215, 3.11645, -0.83323], [1.13425, 5.04035, 0.96608], [0.29362, 3.57973, 1.43731], [-0.52944, 6.44966, 1.55247], [-1.32159, 5.14798, 2.34214], [-0.68210, 1.36300, -3.36678], [-1.06988, 1.72616, -5.05869], [-2.14391, 1.10667, -2.41058], [-0.02070, 0.49669, -3.35434], [-0.16728, 2.24245, -2.97997], [1.70680, -6.48315, -4.67618], [2.24812, -4.87205, -5.40740], [0.05930, -6.65755, -4.95598], [2.32399, -7.29608, -5.05870], [1.74401, -6.40733, -3.58945], [2.91875, 2.47740, -4.54033], [3.24906, 2.37866, -6.20738], [2.51632, 4.10282, -4.03733], [2.11482, 1.84179, -4.16914], [3.86286, 2.31866, -4.01921], [-6.01350, -2.21064, -0.00673], [-4.92313, -1.99631, -1.36460], [-7.70873, -2.42543, -0.58420], [-5.70904, -3.03616, 0.63665], [-6.05245, -1.30900, 0.60452], [3.43319, -3.87212, 1.86425], [3.39485, -2.74276, 0.50916], [1.85964, -4.78390, 2.02384], [4.23342, -4.54712, 1.56078], [3.85891, -3.45700, 2.77778], [-5.42606, 2.01404, 2.17328], [-3.77934, 2.56997, 2.34961], [-5.61031, 0.31833, 2.64977], [-6.15479, 2.71517, 2.58005], [-5.63842, 2.00154, 1.10424], [3.16494, 1.33189, 2.90318], [3.38809, 2.29128, 4.35747], [2.64504, -0.34137, 3.41242], [2.29233, 1.75204, 2.40305], [4.09784, 1.34463, 2.33959], [-1.38997, 2.29688, 6.66028], [-0.42106, 2.60565, 4.99487], [-0.93380, 0.45065, 7.25323], [-3.31819, 2.29079, 6.42798], [-1.11042, 3.07592, 7.36954]],
  "mulliken_spin": [0.00, 0.00, 0.00, -0.01, 0.00, 0.00, 0.00, 0.00, 0.00, 0.00, 0.00, 0.00, 0.00, 0.00, 0.00, 0.00, 0.00, 0.00, 0.01, 0.00, 0.00, 0.00, 0.00, 0.00, 0.00, 0.00, 0.00, 0.00, 0.00, 0.00, 0.01, -0.02, -0.03, 0.87, 0.00, 0.00, 0.07, 0.08, 0.00, 0.00, 0.00, 0.00, 0.00, 0.00, 0.00, 0.00, 0.00, 0.00, 0.00, 0.00, 0.00, 0.00, 0.00, 0.00, 0.00, 0.00, 0.00, 0.00, 0.00, 0.00, 0.00, 0.00, 0.00, 0.00, 0.00, 0.00, 0.00, 0.00, 0.00, 0.00, 0.00, 0.00, 0.00, 0.00, 0.00, 0.00, 0.00, 0.00, 0.00, 0.00, 0.00, 0.00, 0.00, 0.00, 0.00, 0.00, 0.00, 0.00, 0.00, 0.00],
  "e_homo_ev": [-6.935, -6.910],
  "lumo_ev": [-0.6, -0.6],
  "spin_multiplicity": 2,
  "total_charge": 0,
  "homo_lumo_gap_ha": [0.2335, 0.2326]
}

---

{
  "formula": "C23H45BrO5P",
  "method": "ωB97M-V/def2-TZVPD",
  "elements": ["C", "C", "C", "O", "P", "C", "C", "C", "O", "Br", "C", "C", "C", "C", "C", "C", "C", "C", "H", "H", "H", "H", "H", "H", "H", "H", "H", "H", "H", "H", "H", "H", "H", "H", "H", "H", "H", "H", "H", "C", "C", "C", "O", "H", "H", "H", "H", "H", "H", "H", "H", "C", "C", "C", "O", "H", "H", "H", "H", "H", "H", "H", "H", "C", "C", "C", "O", "H", "H", "H", "H", "H", "H", "H", "H"],
  "coordinates": [[-3.56071, -1.01120, 3.99283], [-2.62947, -1.73085, 4.97267], [-1.21287, -1.86478, 4.46224], [-1.17367, -2.96202, 3.48564], [-0.16219, -2.99016, 2.28808], [1.52048, -2.93607, 2.85797], [-0.48127, -1.59711, 1.17331], [0.69010, -0.66289, 0.98494], [1.46893, -0.74019, 0.09617], [0.89091, 0.64772, 2.38571], [-0.49478, -4.55780, 1.46118], [-1.11291, -4.41420, 0.09187], [-2.49539, -4.37631, -0.05045], [-3.06138, -4.17192, -1.30168], [-2.27264, -4.00296, -2.43646], [-2.88093, -3.81719, -3.79531], [-0.88447, -4.04945, -2.28080], [-0.31237, -4.25578, -1.03741], [-3.02214, -0.27481, 3.39244], [-4.34259, -0.47179, 4.52235], [-4.04678, -1.70934, 3.31273], [-2.59966, -1.22874, 5.93826], [-2.99920, -2.74153, 5.15870], [-0.88553, -0.94623, 3.97040], [-0.50257, -2.10803, 5.25083], [2.18048, -2.81052, 1.99612], [1.67863, -2.09664, 3.53592], [1.76472, -3.87245, 3.35773], [-0.73075, -1.99604, 0.18973], [-1.34660, -1.05792, 1.56499], [-1.18009, -5.07838, 2.13343], [0.43388, -5.12794, 1.42508], [-3.13076, -4.51187, 0.81691], [-4.13994, -4.15251, -1.40308], [-3.92943, -3.53696, -3.70874], [-2.36428, -3.02912, -4.34227], [-2.78453, -4.72596, -4.38730], [-0.24898, -3.93032, -3.14848], [0.76693, -4.29600, -0.93625], [1.04476, 4.84331, 2.13515], [1.75405, 4.96809, 3.47413], [3.23580, 5.24622, 3.30343], [1.53468, 3.79871, 4.27278], [1.46864, 4.01272, 1.56175], [-0.01973, 4.65279, 2.27795], [1.16172, 5.75086, 1.54255], [1.29652, 5.77354, 4.05020], [3.71361, 4.42252, 2.76303], [3.72375, 5.33894, 4.27407], [3.41150, 6.15968, 2.73540], [1.93830, 3.05794, 3.80938], [-1.90582, -6.54566, -8.51378], [-2.20083, -5.32159, -7.66381], [-1.89896, -4.02610, -8.39880], [-1.48714, -5.37990, -6.42348], [-0.84662, -6.57091, -8.78444], [-2.13703, -7.45893, -7.96631], [-2.48898, -6.53482, -9.43470], [-3.25178, -5.33246, -7.36911], [-0.83946, -3.98158, -8.66584], [-2.12641, -3.16426, -7.77103], [-2.48129, -3.94957, -9.31713], [-0.54597, -5.38338, -6.62967], [3.82249, 9.92647, -0.03165], [3.60134, 9.16421, 1.26436], [4.02083, 9.97111, 2.48239], [4.27306, 7.90229, 1.23440], [4.88340, 10.16106, -0.15438], [3.50731, 9.32951, -0.88716], [3.26670, 10.86449, -0.03717], [2.54457, 8.90383, 1.35212], [5.08730, 10.20653, 2.42942], [3.84522, 9.40585, 3.39774], [3.47040, 10.91042, 2.54212], [5.21788, 8.07432, 1.15608]],
  "mulliken_charge": [-1.02, -0.69, -0.20, -0.34, 1.33, -1.40, -0.34, 0.23, -0.43, -0.15, -1.45, 0.07, -0.36, -0.89, 0.89, -1.35, -0.61, -0.12, 0.23, 0.35, 0.29, 0.43, 0.28, 0.16, 0.37, 0.50, 0.43, 0.43, 0.18, 0.56, 0.50, 0.58, 0.41, 0.37, 0.38, 0.38, 0.21, 0.43, 0.38, -1.06, 0.38, -0.93, -0.53, 0.21, 0.28, 0.33, 0.27, 0.29, 0.32, 0.14, 0.27, -1.37, 0.53, -1.30, -0.49, 0.36, 0.34, 0.38, 0.24, 0.34, 0.30, 0.38, 0.30, -1.38, 0.53, -1.28, -0.53, 0.36, 0.33, 0.38, 0.24, 0.34, 0.31, 0.37, 0.32],
  "e_homo_ev": -11.626,
  "de_lowest_kj_mol": 0.00,
  "lumo_ev": -2.8,
  "spin_multiplicity": 1,
  "total_charge": 1,
  "homo_lumo_gap_ha": 0.3234
}